This record from the OMol25 dataset describes a cluster of 2 separate species, C4H12 in total in a non-equilibrium geometry. The level of theory is ωB97M-V/def2-TZVPD.

XYZ file:
```
16
C4H12 | the OMol25 dataset | ωB97M-V/def2-TZVPD
C -1.936 0.605 0.302
H 2.327 -2.113 0.740
H -2.220 -0.256 -0.305
H -1.313 2.263 -1.089
H -0.070 1.276 -0.567
H -1.555 0.185 1.236
C 1.460 -0.669 -0.724
H 1.164 -1.080 1.411
H 2.545 -0.572 -0.896
H -2.939 1.016 0.501
H 0.699 -2.435 0.246
H -0.794 2.268 0.679
H 0.824 -0.867 -1.568
H 1.454 0.311 -0.245
C 1.375 -1.623 0.495
C -1.021 1.691 -0.217
```

Relative energy (zero: lowest compared OMol25 entry of this formula, charge and spin) (kJ/mol): 93.28
Highest occupied orbital energy (eV): -10.8
LUMO (eV): 1.2
Gap between HOMO and LUMO (Eh): 0.440
Structure (SMILES): CC.CC



This record from the OMol25 dataset describes an isolated molecule of C23H27N3O4S in a non-equilibrium geometry. The level of theory is ωB97M-V/def2-TZVPD.

XYZ file:
```
58
C23H27N3O4S | the OMol25 dataset | ωB97M-V/def2-TZVPD
O 1.940 1.587 2.252
N -4.637 1.501 -0.231
C 4.141 -2.183 -2.271
H -5.426 -3.460 -0.880
S -3.601 1.665 -1.548
C -0.134 2.307 0.406
H 3.815 -1.470 1.708
C 0.370 1.017 0.558
C -5.170 -0.849 0.015
O -3.738 3.020 -1.990
C -1.517 0.141 -0.644
H -3.215 1.124 1.973
C 3.734 -0.407 1.455
H 0.034 -1.074 0.177
N 5.053 1.349 0.130
H 6.023 -2.607 -3.279
C 4.954 -0.926 -0.691
C -1.992 1.429 -0.797
H 5.965 1.873 1.925
H 3.917 1.109 -1.607
C -6.091 -0.759 -1.159
H 5.833 -0.269 1.099
O 3.810 -1.457 -1.186
C 4.923 -0.046 0.523
H 3.136 2.144 -0.388
C 5.480 -2.128 -2.492
H 0.414 3.132 0.838
C -3.525 -0.974 2.274
C 6.010 -1.310 -1.463
C -5.631 -3.311 0.179
H -2.083 -0.677 -1.062
H -3.987 -3.058 2.295
H -1.730 3.503 -0.418
H 3.344 -2.681 -2.787
C 5.205 2.258 1.247
H -2.900 -1.021 3.153
C -3.701 0.227 1.615
C -4.509 0.287 0.484
H -4.542 2.324 0.346
H -5.281 -4.180 0.731
H 4.529 2.735 -1.307
H -6.322 0.280 -1.372
H -6.711 -3.241 0.301
H 4.272 2.418 1.806
C 4.096 1.852 -0.833
C -4.141 -2.115 1.791
H 7.035 -1.041 -1.316
H -7.012 -1.306 -0.966
H 5.541 3.219 0.860
C 1.646 0.855 1.324
N 2.435 -0.150 0.891
H 3.802 0.182 2.372
H 2.205 -0.644 0.044
H -5.616 -1.178 -2.045
C -0.327 -0.067 0.032
C -1.319 2.516 -0.275
C -4.963 -2.065 0.674
O -3.841 0.601 -2.472
```

Relative energy (zero: lowest compared OMol25 entry of this formula, charge and spin) (kJ/mol): 250.92
Highest occupied orbital energy (eV): -8.4
LUMO (eV): 0.2
Gap between HOMO and LUMO (Eh): 0.315
Structure (SMILES): Cc1cccc(NS(=O)(=O)c2ccc(C(=O)NC[C@@H](c3ccco3)N(C)C)cc2)c1C



This record from the OMol25 dataset describes a structure of composition C18H34BCuF5O6P in a non-equilibrium geometry. The level of theory is ωB97M-V/def2-TZVPD.

XYZ file:
```
66
C18H34BCuF5O6P | the OMol25 dataset | ωB97M-V/def2-TZVPD
H 3.715 2.602 -2.855
H 2.110 -0.042 1.782
F -7.752 0.226 -2.369
H 6.828 2.517 2.300
C 3.277 0.468 -2.283
F -7.956 -0.269 -0.197
C -0.737 -2.608 1.327
C -0.278 -3.139 -0.111
H 1.255 -2.049 -2.088
H 3.564 2.848 -0.237
C 4.301 1.650 -2.595
F -7.759 2.530 -0.787
H -1.087 -3.523 1.920
C 1.327 -3.383 -0.203
O -2.847 -1.578 2.427
H 4.276 1.320 0.469
C 3.292 -1.851 -1.051
H -6.788 0.695 1.791
C 5.284 2.017 -1.393
H 2.835 0.668 -1.252
O 5.372 3.090 0.916
F -5.964 -0.647 -1.351
H 2.395 0.518 -3.013
O 0.658 -0.091 -0.256
H -5.348 1.588 2.459
H 4.897 1.363 -3.518
H -3.939 -0.075 3.714
O 0.216 2.275 0.757
Cu -0.016 -1.110 3.494
H -4.466 1.949 -0.071
H -0.625 -2.495 -0.979
H -2.106 0.450 0.369
O -2.364 0.679 2.347
H 3.007 -1.188 -0.168
H -0.735 -4.178 -0.297
H -5.352 -1.233 1.542
C 1.986 -2.691 -1.500
H 2.356 -3.546 -2.172
H 1.842 -2.979 0.726
H 5.836 2.976 -1.702
C -4.717 -0.294 1.471
H 6.067 1.199 -1.316
H -2.430 -1.707 0.277
B -3.523 -0.242 2.601
H -5.721 3.028 0.680
H 3.866 -1.496 -3.258
C -7.044 0.229 -1.137
C -1.589 0.045 1.319
H -4.205 -0.191 0.442
C 6.547 2.282 1.229
C -1.940 -1.566 1.304
H 0.194 -2.199 1.859
H 4.032 -2.631 -0.650
H -0.383 2.500 0.010
H 1.517 -4.503 -0.228
P 0.178 0.604 1.038
C 3.927 -0.991 -2.241
C -5.554 1.959 0.289
C -5.721 0.991 1.549
H 7.343 2.556 0.468
H 6.329 1.168 1.108
H 5.039 -0.849 -1.995
C -6.600 1.738 -0.881
C 4.556 2.332 -0.009
O 1.262 0.130 2.266
F -5.942 2.153 -2.087
```

Relative energy (zero: lowest compared OMol25 entry of this formula, charge and spin) (kJ/mol): 532.52
Highest occupied orbital energy (eV): -8.4
LUMO (eV): -2.2
Gap between HOMO and LUMO (Eh): 0.229



This record from the OMol25 dataset describes a cluster of 2 separate species, C4H12BrN2 in total in a non-equilibrium geometry. The level of theory is ωB97M-V/def2-TZVPD.

XYZ file:
```
19
C4H12BrN2 | the OMol25 dataset | ωB97M-V/def2-TZVPD
H -3.870 -1.166 0.577
H -3.001 -0.489 1.622
H 2.776 1.612 1.153
Br 0.258 2.237 -0.332
H -1.964 -1.288 -1.268
C 0.466 -1.308 -0.316
H 0.368 -1.883 -1.212
N 1.937 1.426 -0.622
H -2.698 -2.088 1.175
H 2.285 1.469 -1.574
H -0.682 -0.267 0.919
H 1.428 -1.218 0.112
N -0.628 -0.797 0.109
C -2.034 -0.786 -0.278
H 3.412 2.787 -0.203
C -2.907 -1.164 0.863
C 3.090 1.727 0.148
H -2.201 0.160 -0.637
H 3.966 1.036 -0.236
```

Relative energy (zero: lowest compared OMol25 entry of this formula, charge and spin) (kJ/mol): 263.05
Net charge: +1
Highest occupied orbital energy (eV): -12.6
LUMO (eV): -4.5
Gap between HOMO and LUMO (Eh): 0.295



This record from the OMol25 dataset describes a structure of composition BrNi. The level of theory is ωB97M-V/def2-TZVPD.

XYZ file:
```
2
BrNi | the OMol25 dataset | ωB97M-V/def2-TZVPD
Br 0.747 0.269 0.702
Ni -0.747 -0.269 -0.702
```

Relative energy (zero: lowest compared OMol25 entry of this formula, charge and spin) (kJ/mol): 0.00
Net charge: +1
Highest occupied orbital energy (alpha / beta) (eV): -17.2 / -17.1
LUMO (alpha / beta) (eV): -7.4 / -8.8
Gap between HOMO and LUMO (alpha / beta) (Eh): 0.360 / 0.305
2S+1: 3



This record from the OMol25 dataset describes a cluster of 5 separate species, C19H52NO12PS4 in total. The level of theory is ωB97M-V/def2-TZVPD.

XYZ file:
```
89
C19H52NO12PS4 | the OMol25 dataset | ωB97M-V/def2-TZVPD
H -2.401 -0.236 -2.000
C 10.063 -5.808 -1.027
S 6.950 -6.061 -0.064
H -4.246 -3.328 -5.469
H 5.463 -4.527 0.911
C 1.820 -4.727 -2.819
H 4.649 -5.847 0.017
O -2.982 4.547 1.625
N 1.626 -3.378 -3.338
H 2.463 -7.150 -2.223
C -4.673 6.736 4.411
C -5.304 7.340 9.103
O 7.178 -6.727 1.183
H -0.013 -3.963 -4.750
O -0.162 1.057 0.300
H -3.182 -3.177 -1.741
C -2.690 0.754 -1.648
O -4.490 7.551 6.732
H -3.033 -4.568 -5.802
C 3.220 -6.847 -2.952
H 0.881 2.276 -2.822
H 1.951 -2.690 -2.662
H -4.342 7.700 9.457
H 9.684 -6.819 -1.170
C 0.910 2.283 -1.736
O -6.320 5.946 7.151
H -5.759 6.672 9.831
H -2.267 -4.524 -3.480
H -4.381 -4.927 -4.723
H 0.347 -1.658 -3.965
H 3.027 -7.406 -3.867
H -2.126 -1.600 -3.790
H -5.975 8.161 8.869
H 9.408 -5.678 1.039
H -4.583 -3.900 -2.538
H -1.846 -2.429 -5.326
H -1.303 8.495 0.286
C -0.939 3.219 2.594
O 0.122 -0.221 -1.787
H -0.444 6.337 -0.535
H -2.681 0.210 0.446
H 9.930 -5.257 -1.957
H -3.043 6.389 5.793
H -5.434 7.491 4.214
H -5.177 5.799 4.646
H -3.526 1.723 0.083
H 1.908 2.043 -1.374
O -4.018 5.421 7.864
H 0.078 3.404 2.928
H -3.354 1.203 -2.382
H 0.577 3.236 -1.332
O -0.685 5.280 1.158
H 4.188 -7.167 -2.566
O 7.960 -4.843 -0.186
H -0.541 -3.355 -2.437
C -1.133 6.368 0.307
O -1.643 5.598 3.410
H -0.096 7.883 1.431
H 11.129 -5.864 -0.804
H -4.266 0.170 -0.338
C -1.085 7.707 1.008
P -0.079 -2.983 -3.731
H 5.407 -4.505 -0.883
S -5.053 6.388 7.645
S -0.155 1.023 -1.133
C -3.757 7.167 5.530
C 3.170 -5.333 -3.198
H -3.202 8.066 5.272
C -3.677 -4.149 -5.027
H -1.816 7.763 1.813
C -2.849 -3.661 -3.840
H -0.953 2.619 1.689
H -4.150 -2.220 -2.861
C -1.855 -2.560 -4.238
H -1.521 2.749 3.385
S -1.711 4.754 2.255
H -2.134 6.131 -0.056
C -3.323 0.714 -0.276
C 9.358 -5.107 0.112
H 3.351 -5.094 -4.246
H -4.075 6.585 3.514
H 3.958 -4.845 -2.620
H 9.772 -4.118 0.291
C 5.465 -5.127 0.006
H 1.033 -5.378 -3.225
O 6.965 -6.827 -1.273
C -3.742 -3.219 -2.678
O -1.512 1.613 -1.685
H 1.697 -4.765 -1.727
```

Relative energy (zero: lowest compared OMol25 entry of this formula, charge and spin) (kJ/mol): 0.00
Highest occupied orbital energy (eV): -8.4
LUMO (eV): 0.3
Gap between HOMO and LUMO (Eh): 0.319
Structure (SMILES): CCCN[PH3]CC(C)C.CCOS(C)(=O)=O.CCOS(C)(=O)=O.CCOS(C)(=O)=O.CCOS(C)(=O)=O



This record from the OMol25 dataset describes the ion C5H11N2 with charge +1 in a non-equilibrium geometry. The level of theory is ωB97M-V/def2-TZVPD.

XYZ file:
```
18
C5H11N2 | the OMol25 dataset | ωB97M-V/def2-TZVPD
H -2.211 1.317 1.148
H 0.887 1.528 -1.095
H -3.137 -0.112 1.208
C 2.253 -0.645 -0.899
H -0.739 -1.430 1.350
N 0.805 -0.524 -0.644
H -2.161 0.284 2.682
N -0.988 -0.525 0.974
C 2.681 -0.465 -2.078
H -1.260 -0.974 0.048
C -2.144 0.285 1.616
C 0.150 0.324 0.572
H 1.971 -0.308 -2.911
H 0.552 0.842 1.458
H 2.817 -1.027 -0.036
H -0.747 0.666 -1.601
H 3.765 -0.513 -2.233
C 0.196 0.716 -0.915
```

Relative energy (zero: lowest compared OMol25 entry of this formula, charge and spin) (kJ/mol): 352.39
Net charge: +1
Highest occupied orbital energy (eV): -13.1
LUMO (eV): -3.1
Gap between HOMO and LUMO (Eh): 0.367
Structure (SMILES): C=CN1C[C@H]1[NH2+]C



This record from the OMol25 dataset describes a structure of composition C18H11AuCl3F6N2O2 in a non-equilibrium geometry. The level of theory is ωB97M-V/def2-TZVPD.

XYZ file:
```
43
C18H11AuCl3F6N2O2 | the OMol25 dataset | ωB97M-V/def2-TZVPD
C 2.545 1.306 2.094
C 2.491 2.912 0.354
C -2.549 -0.762 -4.171
O 0.749 -0.990 1.213
C -1.591 -2.011 1.280
H 2.173 0.360 2.375
F 0.975 -1.328 3.851
F -0.999 -2.163 3.988
C 3.321 3.757 1.063
C 0.030 -1.982 3.111
N 2.140 1.713 0.892
H -1.086 -3.085 1.180
Au 1.031 0.504 -0.371
H 1.147 -2.298 -0.610
F -1.560 0.855 1.022
C -0.114 -3.014 -2.305
H 0.190 -4.022 -2.256
H 4.253 4.101 2.979
C -0.456 -1.141 1.870
H -1.977 -1.599 0.293
C -1.104 1.084 -2.359
Cl 4.137 5.071 0.267
C -2.313 1.374 -3.075
C 3.067 2.295 2.970
Cl -3.337 -1.728 -5.301
N 0.006 -0.869 -1.467
C -0.918 -0.365 -2.376
C -3.023 0.542 -3.911
C -1.140 0.245 2.182
Cl -2.923 3.036 -3.066
F -2.209 0.163 2.979
C -1.512 -1.235 -3.297
H -2.410 -1.964 2.022
C -1.088 -2.619 -3.174
F 0.576 -3.159 2.724
C 3.627 3.484 2.430
H -3.896 0.824 -4.495
H 3.220 2.157 4.043
O -0.392 1.919 -1.765
H 2.236 3.013 -0.666
C 0.419 -2.148 -1.390
H -1.461 -3.364 -3.878
F -0.276 1.133 2.752
```

Relative energy (zero: lowest compared OMol25 entry of this formula, charge and spin) (kJ/mol): 151.04
Net charge: -1
Highest occupied orbital energy (eV): -3.3
LUMO (eV): 2.5
Gap between HOMO and LUMO (Eh): 0.211



This record from the OMol25 dataset describes a structure of composition C28H30N4O2S2Ti. The level of theory is ωB97M-V/def2-TZVPD.

XYZ file:
```
67
C28H30N4O2S2Ti | the OMol25 dataset | ωB97M-V/def2-TZVPD
H 1.330 5.962 2.974
C 0.032 5.603 1.295
H -2.570 -1.458 0.552
H 4.056 2.720 -0.965
H -3.569 -0.418 -1.457
C 0.248 -4.078 3.443
C -4.945 -2.454 -3.789
H -2.678 0.314 0.604
H -2.270 -1.839 3.537
N 0.943 -0.615 -2.389
S -0.895 2.128 -0.511
H 1.968 3.603 3.198
H 2.926 0.406 1.725
H 4.177 -0.175 -3.079
C 4.370 1.685 -1.101
H -3.836 -3.647 -5.188
C 0.767 2.933 1.549
H 1.490 -1.058 -5.048
S 1.647 -1.647 0.567
O 2.093 1.080 -0.866
C -0.585 -1.727 2.212
H -5.909 -2.784 -4.154
O -1.084 -0.622 -1.168
H 0.582 -4.995 3.912
C -2.433 -0.579 1.173
H 1.048 0.023 3.123
C 2.197 -1.442 -4.315
C 1.009 -3.506 2.442
C 0.505 0.937 2.875
H -0.259 6.640 1.183
C 2.086 -0.686 -3.026
H -1.437 1.487 2.153
H 0.587 1.613 3.733
H -3.096 -0.639 2.042
C 1.277 3.896 2.418
C 0.918 5.226 2.296
H -1.630 -2.879 -4.356
H 3.210 -1.382 -4.706
C 3.197 0.860 -1.525
Ti 0.474 0.167 -0.447
N -0.106 -1.210 -3.107
C -0.134 3.304 0.555
C 3.253 -0.042 -2.539
N 1.158 1.534 1.693
H 1.935 -3.973 2.130
H 4.751 1.323 -0.145
H 3.121 2.095 1.200
H 2.897 1.722 2.915
H -1.543 -3.917 4.625
H -1.182 4.941 -0.340
C -3.780 -2.938 -4.373
C -0.488 4.652 0.439
C -2.545 -2.514 -3.911
C 2.618 1.435 1.896
N -1.022 -0.480 1.596
H -1.460 0.345 3.501
C -0.933 0.620 2.581
C -2.472 -1.608 -2.855
C 0.606 -2.323 1.815
C -4.872 -1.549 -2.741
C -1.154 -1.144 -2.378
C -0.939 -3.477 3.842
H 1.933 -2.487 -4.149
H 5.173 1.640 -1.834
C -1.345 -2.307 3.227
C -3.637 -1.128 -2.269
H -5.778 -1.168 -2.289
```

Relative energy (zero: lowest compared OMol25 entry of this formula, charge and spin) (kJ/mol): 0.00
Highest occupied orbital energy (eV): -7.6
LUMO (eV): -0.4
Gap between HOMO and LUMO (Eh): 0.266



This record from the OMol25 dataset describes a structure of composition C17H32N2O5PPd in a non-equilibrium geometry. The level of theory is ωB97M-V/def2-TZVPD.

XYZ file:
```
58
C17H32N2O5PPd | the OMol25 dataset | ωB97M-V/def2-TZVPD
C -0.194 3.140 1.028
C -3.559 -0.979 -0.968
H 0.067 4.473 2.684
H 1.619 -0.630 1.935
H -4.827 0.294 4.535
H -2.843 -0.861 4.093
C 1.679 -3.389 -3.071
H -3.767 -0.004 -0.529
C -2.975 0.193 2.242
C -1.830 -2.299 -2.079
H 4.451 0.498 2.323
N -2.188 -0.992 -1.489
H -0.285 -3.713 -3.869
H -2.218 1.034 -2.083
H 1.549 3.644 2.185
H 5.203 1.752 -2.008
H -1.067 3.622 0.588
O 0.569 2.625 -0.090
C 4.376 1.115 -1.698
O 2.173 1.234 1.201
H -3.651 -1.722 2.800
H 4.005 -0.801 1.209
H -4.658 0.946 2.268
C 0.638 4.119 1.826
H 3.502 -2.931 -2.046
H -1.072 0.010 -2.969
C -2.065 0.050 -2.528
H 3.177 2.684 -0.807
C 3.757 -0.326 2.158
H 4.628 0.669 -0.736
H -2.208 -3.073 -1.408
H 2.060 0.587 3.138
H -4.284 -1.170 -1.766
H 4.256 0.323 -2.436
H 2.160 -4.019 -3.807
C -3.568 -0.748 3.284
H -2.820 -0.110 -3.306
C 1.824 -1.925 -1.168
C 2.331 0.173 2.166
C 0.303 -3.208 -3.112
H 2.875 2.435 -2.531
H -2.320 -2.431 -3.051
O 1.993 1.042 -1.325
C -0.324 -2.401 -2.178
O -1.828 0.101 1.850
H -3.667 -1.749 -0.204
C 3.111 1.933 -1.595
O -3.802 1.109 1.796
C 0.451 -1.729 -1.211
C 2.431 -2.774 -2.087
P 1.134 1.138 -0.013
H -5.535 -1.014 3.859
Pd -0.578 -0.485 -0.081
N -4.879 -0.265 3.692
H -0.544 2.308 1.647
H 2.428 -1.425 -0.423
H 0.906 4.980 1.215
H 3.898 -1.057 2.954
```

Relative energy (zero: lowest compared OMol25 entry of this formula, charge and spin) (kJ/mol): 18.76
Net charge: +1
Highest occupied orbital energy (eV): -11.3
LUMO (eV): -2.8
Gap between HOMO and LUMO (Eh): 0.312